88
Properties=species:S:1:pos:R:3:forces:R:3 method="wB97M-V/def2-TZVPD" homo_energy_ev="-9.50 / -9.62" de_lowest_ev=3.120 total_energy_ha=-3240.04207 orbital_gap_ev="3.892 / 4.204" charge=+1
Ir 1.599 0.124 0.707 -1.40 -1.86 1.17
C -2.431 -3.142 1.335 -0.17 0.12 -0.07
C -2.953 -2.729 -0.026 0.96 0.48 -1.25
C -3.659 -3.863 -0.739 -0.40 0.07 0.27
Sb -1.277 -1.880 -1.339 -1.45 -1.17 0.37
C -2.388 -0.578 -2.775 0.13 -0.88 0.65
C -2.828 0.676 -2.034 0.18 -0.06 -0.17
C -3.549 -1.314 -3.423 0.14 0.24 -0.15
C -0.719 -3.725 -2.490 -0.63 0.78 0.46
C -0.154 -3.423 -3.864 -0.08 -0.07 0.09
C 0.245 -4.527 -1.628 -0.19 0.07 -0.07
H -3.276 -3.385 1.985 0.04 -0.08 0.11
H -1.865 -2.343 1.809 0.08 -0.05 0.12
H -1.807 -4.034 1.262 0.09 -0.01 0.02
H -3.606 -1.858 0.061 -0.14 -0.02 0.08
H -3.040 -4.759 -0.772 0.06 -0.04 -0.04
H -3.950 -3.601 -1.753 -0.02 -0.05 -0.06
H -4.569 -4.113 -0.185 -0.06 -0.18 -0.06
H -1.621 -0.339 -3.510 -0.04 0.03 -0.03
H -3.530 0.434 -1.233 -0.04 0.04 0.02
H -3.323 1.363 -2.724 -0.09 0.05 0.03
H -1.963 1.190 -1.615 -0.04 0.09 0.11
H -4.339 -1.525 -2.702 -0.03 -0.03 0.00
H -3.228 -2.250 -3.883 -0.06 -0.05 -0.01
H -3.969 -0.683 -4.211 -0.16 -0.06 -0.04
H -1.675 -4.245 -2.583 0.10 -0.13 -0.06
H 0.784 -2.879 -3.789 0.08 -0.03 -0.08
H -0.841 -2.823 -4.460 0.03 -0.01 -0.08
H 0.035 -4.362 -4.389 0.01 -0.01 -0.10
H 1.165 -3.962 -1.464 0.07 -0.01 0.05
H 0.507 -5.458 -2.135 0.04 -0.09 0.05
H -0.194 -4.772 -0.658 0.05 -0.06 0.03
O 3.650 2.865 2.633 -0.15 -0.22 0.11
N 2.907 2.135 2.050 0.34 1.01 -0.25
O 2.209 1.245 2.668 -0.83 -1.43 -0.92
O 2.696 2.182 0.816 0.61 0.21 -0.42
F 2.874 1.690 -2.817 -0.16 -0.03 0.09
C 2.961 0.472 -2.307 0.16 -0.02 -0.38
F 3.657 0.529 -1.163 0.03 -0.02 0.15
F 3.620 -0.312 -3.149 -0.15 -0.02 0.08
S 1.277 -0.250 -1.994 0.06 -0.10 -2.02
O 0.750 -0.599 -3.268 0.34 0.31 -0.14
O 1.557 -1.396 -1.115 1.03 0.85 1.79
O 0.511 0.771 -1.276 0.72 1.14 1.18
C 1.310 5.101 2.591 0.02 -0.06 0.18
C 0.566 4.412 3.732 -0.02 0.02 -0.35
C -0.713 3.738 3.247 -0.08 0.39 0.34
N -0.390 2.500 2.534 -0.23 -0.05 -0.31
C -1.176 1.801 1.753 0.49 0.69 0.73
S -0.817 0.147 1.388 1.49 -0.78 -0.68
N -2.363 2.289 1.301 0.01 -0.45 0.25
C -2.719 3.541 0.716 -0.18 0.15 -0.06
O -3.887 3.801 0.629 0.12 -0.01 0.07
C -1.626 4.376 0.172 0.20 0.15 -0.20
C -1.825 5.756 0.105 -0.07 -0.12 0.10
C -0.845 6.569 -0.435 0.03 0.04 0.02
C 0.331 6.014 -0.923 -0.02 -0.05 -0.02
C 0.512 4.639 -0.900 0.02 -0.03 -0.04
C -0.463 3.819 -0.358 -0.10 0.03 0.06
H 2.306 5.394 2.914 0.04 0.07 -0.05
H 0.775 5.991 2.262 -0.03 0.01 -0.05
H 1.413 4.440 1.732 0.07 -0.02 -0.08
H 0.306 5.145 4.495 -0.03 -0.10 0.07
H 1.210 3.662 4.202 -0.02 0.01 0.12
H -1.267 4.417 2.602 0.04 -0.05 0.02
H -1.351 3.472 4.096 -0.01 -0.06 -0.09
H 0.463 2.035 2.844 -0.04 -0.02 -0.13
H -3.100 1.600 1.210 0.02 0.01 -0.22
H -2.748 6.172 0.484 -0.03 0.02 -0.01
H -0.997 7.638 -0.483 -0.01 0.02 0.03
H 1.101 6.652 -1.333 0.00 0.02 -0.03
H 1.410 4.194 -1.305 0.04 0.02 -0.02
H -0.319 2.748 -0.390 -0.02 -0.05 -0.01
C 3.571 -4.908 1.747 -0.15 -0.31 0.21
N 3.630 -3.528 1.295 0.02 0.64 -0.03
C 4.680 -3.105 0.373 0.10 0.27 -0.17
C 2.779 -2.599 1.709 -0.47 -1.13 0.31
C 1.601 -3.004 2.543 0.04 0.33 -0.04
O 2.977 -1.403 1.383 -0.29 1.85 -0.41
H 4.399 -5.459 1.312 -0.03 0.05 -0.08
H 2.637 -5.382 1.445 0.02 -0.01 -0.03
H 3.668 -4.980 2.831 -0.01 0.05 -0.03
H 5.208 -3.968 -0.018 -0.07 -0.06 0.06
H 5.385 -2.439 0.871 0.04 -0.05 0.01
H 4.221 -2.553 -0.447 0.09 -0.04 -0.03
H 1.872 -3.721 3.315 -0.01 -0.02 -0.01
H 0.839 -3.448 1.899 0.00 -0.05 -0.02
H 1.188 -2.110 3.004 -0.05 -0.04 0.03